[1]
Density functional theory data (ωB97M-V with the def2-TZVPD basis set) for a 2-piece molecular cluster, C12H24ClO3S2 overall.

XYZ file:
```
42
Properties=species:S:1:pos:R:3:nbo_charge:R:1
C -4.4157 -0.8033 4.1208 -0.61
C -3.8132 -0.2740 2.8114 -0.44
C -3.0382 -1.3621 2.0815 -0.33
Cl -1.5014 -1.7144 2.8751 0.03
S -2.6316 -1.0087 0.3380 0.87
C -4.1943 -1.3920 -0.4766 -0.54
C -4.3188 -2.9124 -0.6290 -0.63
C -2.4594 0.7793 0.2221 -0.56
C -1.3072 1.2269 -0.7088 -0.43
C -0.1604 0.2324 -0.9319 -0.54
S 1.4132 1.1029 -1.2748 -0.01
H -4.4352 -1.8930 4.1342 0.21
H -5.4347 -0.4542 4.2557 0.24
H -3.8160 -0.4958 4.9723 0.24
H -4.5761 0.1413 2.1507 0.22
H -3.1171 0.5327 3.0348 0.23
H -3.6163 -2.2842 2.0512 0.25
H -5.0151 -0.9512 0.0850 0.24
H -4.1154 -0.9008 -1.4446 0.26
H -3.9195 -3.2363 -1.5846 0.24
H -3.7893 -3.4546 0.1539 0.22
H -5.3639 -3.2018 -0.5631 0.25
H -2.3271 1.1915 1.2165 0.26
H -3.4169 1.1472 -0.1456 0.25
H -1.7273 1.5324 -1.6644 0.23
H -0.8784 2.1181 -0.2554 0.25
H -0.3430 -0.3822 -1.8095 0.23
H 0.0075 -0.4033 -0.0679 0.22
H 1.9882 0.8536 -0.0976 0.14
C 7.5114 0.4113 -2.4174 -0.64
C 6.2253 0.7472 -1.6827 0.07
C 5.2763 1.6901 -2.3897 -0.09
O 4.5889 2.3091 -1.2933 -0.51
C 5.4183 2.2821 -0.2172 0.97
O 5.2182 2.8606 0.7976 -0.57
O 6.4856 1.4938 -0.4721 -0.49
H 7.5794 -0.6556 -2.6203 0.23
H 7.5763 0.9343 -3.3717 0.22
H 8.3718 0.6946 -1.8149 0.25
H 5.6964 -0.1605 -1.3815 0.18
H 4.5626 1.1947 -3.0430 0.21
H 5.8118 2.4644 -2.9434 0.19
```

## Properties
Total charge: +1
M: 315.91 g mol⁻¹
DFT total energy: -1953.6625 a.u.

***

[2]
Density functional theory data (ωB97M-V with the def2-TZVPD basis set) for C12H24FO12Tl as an isolated structure at a distorted geometry.

XYZ file:
```
50
Properties=species:S:1:pos:R:3:nbo_charge:R:1
Tl 1.5464 -0.4851 -2.5239 1.02
F -0.5464 -0.4293 -0.3783 -0.43
C -0.0004 -4.7971 -5.0870 -0.26
O -0.7403 -5.0716 -3.8891 -0.44
C -0.7873 -4.0970 -2.8775 1.00
O 0.0434 -3.1562 -2.7358 -0.65
O -1.7273 -4.5553 -1.9528 -0.40
C -1.9242 -3.7837 -0.7718 -0.26
H -0.3081 -3.8578 -5.5465 0.20
H -0.1050 -5.6777 -5.7208 0.24
H 1.0521 -4.8505 -4.8087 0.20
H -2.6037 -3.0293 -1.1684 0.22
H -1.0077 -3.3514 -0.3702 0.22
H -2.5634 -4.3461 -0.0913 0.23
C 5.2181 -0.2155 1.1417 -0.27
O 4.0898 -0.4417 1.9357 -0.45
C 2.9481 -0.9488 1.4448 1.01
O 2.6647 -1.0669 0.2656 -0.58
O 2.2445 -1.4393 2.4817 -0.42
C 1.1653 -2.3241 2.3679 -0.27
H 5.7970 -1.1317 1.2584 0.22
H 5.5305 0.7630 1.5064 0.23
H 5.0985 -0.0147 0.0771 0.20
H 0.6597 -2.5390 3.3093 0.24
H 1.4124 -3.3069 1.9666 0.21
H 0.3727 -1.8108 1.8233 0.22
C -1.3380 3.0070 -0.7649 -0.27
O -0.6987 3.9127 -1.6889 -0.43
C -0.0861 3.5101 -2.7891 1.01
O 0.4047 2.3363 -2.9990 -0.63
O -0.1189 4.5570 -3.7009 -0.44
C 0.5221 4.3998 -4.9236 -0.27
H -1.0743 3.1591 0.2817 0.20
H -1.2582 1.9389 -0.9675 0.22
H -2.3774 3.3107 -0.8898 0.23
H 0.4863 5.4397 -5.2482 0.23
H -0.0226 3.7322 -5.5912 0.21
H 1.5822 4.2290 -4.7361 0.20
C -3.1543 2.7869 6.3003 -0.27
O -2.6254 2.8786 5.0062 -0.43
C -2.0490 1.8257 4.4279 0.99
O -2.0973 0.6280 4.7905 -0.44
O -1.3327 2.1110 3.2598 -0.42
C -0.7536 1.1076 2.3839 -0.26
H -2.6187 2.1341 6.9895 0.22
H -4.2091 2.5123 6.2909 0.21
H -3.1538 3.8593 6.4953 0.23
H -0.0617 1.5882 1.6922 0.22
H -1.4571 0.5130 1.8012 0.23
H -0.0376 0.4873 2.9232 0.23
```

## Properties
Total charge: +2
Energy relative to the best compared isomer or geometry (same formula, charge and spin): 116.00 kJ/mol
M: 583.69 g mol⁻¹
DFT total energy: -1645.9080 a.u.